Entry 1:
A cluster of 3 separate species, C6H18O2 in total at a distorted geometry. Source: the Open Molecules 2025 dataset; level of theory: ωB97M-V with the def2-TZVPD basis set.

Geometry as XYZ:
```
26
Properties=species:S:1:pos:R:3:forces:R:3:nbo_charge:R:1
C -2.44658 -1.13477 -0.68531 -1.88 -0.37 -0.63 -0.625
C -0.91926 -1.19390 -0.56355 -1.83 -0.55 -1.43 -0.424
C -0.20808 -0.45095 -1.67126 0.75 2.51 0.45 -0.400
C -0.58268 1.04632 -1.79562 -0.05 0.54 -0.95 -0.390
C -0.35296 1.89353 -0.54872 0.19 -2.19 0.89 -0.402
C 0.98432 1.55869 0.14165 -0.13 1.34 0.22 -0.617
H -2.97166 -1.97501 -0.21256 0.55 -0.06 0.36 0.212
H -3.00120 -0.27575 -0.29423 0.68 0.34 0.15 0.205
H -2.86244 -1.22809 -1.70213 0.69 0.13 -0.12 0.206
H -0.75318 -0.82795 0.43982 0.96 -0.24 0.21 0.196
H -0.71750 -2.24631 -0.76511 0.53 -0.13 0.93 0.217
H 0.86832 -0.36771 -1.46838 -0.06 -0.75 -0.11 0.203
H -0.32932 -0.80690 -2.69077 -0.20 -0.83 0.21 0.215
H -1.62852 1.15114 -2.10004 -0.03 -0.04 -0.02 0.197
H 0.00175 1.43342 -2.64437 -0.04 0.02 0.15 0.195
H -0.37459 2.97075 -0.65757 -0.49 0.07 -0.38 0.214
H -1.16560 1.51551 0.10104 0.22 0.88 0.25 0.186
H 1.81516 1.77668 -0.53683 0.04 -0.23 0.09 0.206
H 1.08422 0.56474 0.56094 -0.08 -0.24 -0.18 0.195
H 1.07861 2.26258 0.98013 0.21 -0.21 -0.06 0.209
O 0.53687 -0.90604 3.63138 -0.48 0.52 -0.75 -0.931
H 0.24745 -1.26574 2.77889 0.22 -0.31 0.27 0.465
H 0.12356 -0.02755 3.57645 0.32 -0.21 0.41 0.468
O 4.25116 -1.04609 2.10642 -0.56 -0.57 -1.00 -0.934
H 3.49116 -0.92016 2.67567 -0.16 0.19 0.49 0.472
H 3.83099 -1.50043 1.34404 0.66 0.39 0.55 0.462
```
Positions in Å, forces in eV/Å.

The calculation puts the HOMO energy at -11.0 eV. The relative energy (zero: lowest compared OMol25 entry of this formula, charge and spin) is 13.0 kcal per mole. Its LUMO energy is 0.464 eV. The frontier orbital gap comes out at 11.5 eV. Its SMILES is CCCCCC.O.O. As for the molecular weight: 122.21 g mol⁻¹.

Entry 2:
A cluster of 3 separate species, C6H18O6 in total at a distorted geometry. Source: the Open Molecules 2025 dataset; level of theory: ωB97M-V with the def2-TZVPD basis set.

Geometry as XYZ:
```
30
Properties=species:S:1:pos:R:3:forces:R:3:nbo_charge:R:1
O -20.32726 7.98396 16.71848 -0.95 0.52 -0.56 -0.733
C -21.58120 7.57844 16.08871 2.38 -2.23 0.32 -0.082
C -21.89465 6.13992 16.60759 -2.43 1.18 -1.08 -0.109
O -22.16318 6.20200 18.00846 0.69 -0.48 -0.13 -0.734
H -20.25442 7.56895 17.58107 -0.32 0.02 0.18 0.475
H -22.41913 8.27195 16.15956 0.15 0.05 0.60 0.174
H -21.30009 7.48209 15.04000 -0.26 0.12 -0.19 0.177
H -21.31646 5.29964 16.22322 1.39 0.44 0.87 0.190
H -22.80259 5.82185 16.09517 -0.71 0.36 -0.04 0.162
H -23.10263 6.05827 18.14400 0.10 0.01 0.03 0.480
O -12.82118 5.23503 24.17544 0.21 -0.29 1.40 -0.678
C -12.28832 5.83006 23.07295 1.39 2.01 -3.00 -0.090
C -10.79428 6.31724 23.12566 0.22 -1.73 -0.24 -0.099
O -10.57745 7.06321 24.30419 0.03 0.24 -0.01 -0.705
H -12.24797 5.49602 24.89994 -0.44 -0.10 0.53 0.449
H -12.56336 5.21264 22.21781 0.63 -0.17 -0.17 0.177
H -12.65044 6.81874 22.79102 -1.47 0.20 0.61 0.149
H -10.47317 6.92721 22.28132 -0.97 0.56 -0.01 0.191
H -10.06526 5.52209 22.96957 0.12 -0.66 0.86 0.154
H -10.66221 6.50268 25.07893 0.27 -0.06 0.02 0.454
O -14.84670 7.60132 15.60686 0.07 0.60 -0.38 -0.698
C -13.79856 8.47052 15.97606 2.21 0.07 1.07 -0.112
C -13.62916 9.80034 15.23094 -0.41 -1.43 -0.53 -0.108
O -14.49780 10.80499 15.71796 0.16 -0.38 -0.29 -0.689
H -15.66944 8.08346 15.71754 -0.29 -0.19 0.08 0.458
H -13.74398 8.59743 17.05727 -0.66 0.48 0.32 0.166
H -12.84684 7.95259 15.85742 -0.12 -0.53 -0.67 0.182
H -13.90067 9.48199 14.22445 -0.17 0.44 -0.59 0.161
H -12.59661 10.13366 15.12667 -0.10 0.16 0.71 0.192
H -15.32137 10.32041 15.62560 -0.71 0.78 0.28 0.449
```
Positions in Å, forces in eV/Å.

The calculation puts the HOMO energy at -10.0 eV. The relative energy (zero: lowest compared OMol25 entry of this formula, charge and spin) is 87.8 kcal per mole. Its LUMO energy is 0.563 eV. The frontier orbital gap comes out at 10.5 eV. Its SMILES is OCCO.OCCO.OCCO. As for the molecular weight: 186.20 g mol⁻¹.

Entry 3:
A cluster of 2 separate species, C6H18OSi2 in total at a distorted geometry. Source: the Open Molecules 2025 dataset; level of theory: ωB97M-V with the def2-TZVPD basis set.

Geometry as XYZ:
```
27
Properties=species:S:1:pos:R:3:forces:R:3:nbo_charge:R:1
C -2.30034 0.26214 0.44307 -0.67 -2.76 1.59 -1.237
Si -1.42374 -0.54092 1.76554 -0.82 0.99 -1.45 1.284
C -0.18364 0.55747 2.74660 -0.57 0.74 -0.08 -0.654
C 0.89050 1.05778 1.70942 -2.81 4.19 0.21 -0.616
C 0.51837 -0.03321 3.96312 0.16 0.75 0.22 -0.627
H -3.21690 -0.12721 -0.04329 0.83 -1.06 0.16 0.246
H -2.61373 1.24683 0.44606 0.60 2.66 0.37 0.228
H -1.47856 -2.05601 1.86250 0.25 0.76 0.06 -0.157
H -0.88431 1.44433 3.15119 1.67 -1.71 -1.19 0.249
H 1.08054 2.21461 1.86583 0.24 -2.37 0.20 0.218
H 1.75151 0.49667 1.62179 1.90 -1.19 0.41 0.215
H 0.47969 1.11888 0.71132 -0.32 -0.22 -0.32 0.221
H -0.15098 -0.09789 4.75504 -1.68 0.51 1.70 0.211
H 1.31311 0.63493 4.35207 -0.08 -0.62 -0.53 0.218
H 0.75689 -1.07724 3.99295 1.10 -0.59 -1.05 0.216
C 0.89268 -0.90747 -1.62147 0.86 -1.14 0.13 -1.137
Si -0.43281 -0.69032 -2.97121 3.20 2.48 -0.18 1.648
C 0.46138 0.31023 -4.35369 -5.83 -1.45 0.36 -1.057
O -1.50943 0.35355 -2.38230 -0.11 0.46 -3.19 -1.084
H 1.93395 -0.61275 -1.89736 -0.69 -0.57 -0.39 0.240
H 0.73035 -0.22212 -0.81970 -0.66 0.59 0.57 0.230
H 0.93928 -1.90647 -1.11665 0.03 0.61 -0.58 0.229
H -0.78751 -1.89439 -3.59119 -0.93 -1.57 -0.34 -0.245
H 1.29406 -0.15907 -4.57887 4.08 -2.42 -1.61 0.210
H -0.20193 0.49947 -5.21105 0.27 -0.59 -0.07 0.224
H 0.67823 1.23759 -4.06394 1.04 3.82 1.74 0.222
H -1.82153 0.30822 -1.52872 -1.06 -0.28 3.26 0.506
```
Positions in Å, forces in eV/Å.

The calculation puts the HOMO energy at -8.6 eV. The relative energy (zero: lowest compared OMol25 entry of this formula, charge and spin) is 109.8 kcal per mole. Its LUMO energy is -0.072 eV. The frontier orbital gap comes out at 8.5 eV. Its SMILES is C=[SiH]C(C)C.C[SiH](C)O. As for the molecular weight: 162.38 g mol⁻¹.

Entry 4:
A structure of composition C6H19CaN3O2P at a distorted geometry. Source: the Open Molecules 2025 dataset; level of theory: ωB97M-V with the def2-TZVPD basis set.

Geometry as XYZ:
```
32
Properties=species:S:1:pos:R:3:forces:R:3:nbo_charge:R:1
Ca -4.34337 -9.54241 5.27222 1.32 0.68 -0.32 1.517
O -0.92063 -7.81803 4.17735 -0.75 -0.39 0.19 -0.944
H -0.20635 -7.31730 4.61735 -0.57 -0.30 0.13 0.427
O 2.18399 1.79384 -0.36286 1.16 0.74 -0.56 -1.077
P 0.84949 1.23392 -0.41442 -4.02 -2.25 -0.37 2.397
N -0.24258 1.56213 -1.68210 -0.13 1.50 -1.72 -0.819
C -1.42337 0.70789 -2.03782 1.40 -0.57 1.02 -0.405
C 0.36244 2.15570 -2.92757 0.48 -0.18 1.35 -0.412
N -0.12928 1.64412 0.89350 -0.09 -0.01 0.90 -0.817
C -1.30106 2.55421 0.72486 0.54 0.67 -0.14 -0.398
C 0.61600 1.85833 2.18173 -0.82 0.13 -0.48 -0.408
N 0.78438 -0.48683 -0.56238 -0.63 -0.34 1.33 -0.803
C 1.74601 -1.08215 -1.50412 -0.37 1.57 0.02 -0.411
C 0.54582 -1.39456 0.57031 0.90 0.38 0.32 -0.411
H -1.02122 -0.15887 -2.56234 -0.31 -0.10 -0.50 0.188
H -2.21534 1.20379 -2.59906 0.49 0.44 -0.18 0.203
H -1.91541 0.26925 -1.16972 0.24 0.27 0.32 0.208
H 0.97798 1.38783 -3.39616 -0.08 0.09 -0.56 0.175
H 1.03126 2.96566 -2.63648 0.09 -0.06 0.06 0.221
H -0.33891 2.60104 -3.63318 -0.37 -0.39 0.25 0.203
H -2.12069 2.25425 0.07193 0.46 -0.71 -0.10 0.208
H -1.79278 2.80745 1.66410 0.40 -0.45 0.38 0.198
H -0.97302 3.51286 0.32306 0.08 0.17 -0.07 0.190
H 1.27455 2.72648 2.15455 0.22 -0.08 -0.26 0.202
H -0.10319 2.07173 2.97251 -0.16 -0.21 -0.06 0.196
H 1.17387 0.97101 2.48094 0.07 0.03 -0.23 0.204
H 2.75456 -0.97606 -1.10455 0.25 -0.29 -0.20 0.195
H 1.53181 -2.10474 -1.81481 -0.25 -0.01 0.43 0.200
H 1.63722 -0.45254 -2.38722 0.52 -0.18 -0.33 0.198
H 0.19819 -2.34906 0.17508 0.15 -0.08 0.12 0.191
H -0.10348 -1.10687 1.39720 -0.64 0.70 -0.70 0.213
H 1.48311 -1.49208 1.11812 0.44 -0.77 -0.03 0.171
```
Positions in Å, forces in eV/Å.

The calculation puts the HOMO energy at -9.4 eV. The total charge is +1. The relative energy (zero: lowest compared OMol25 entry of this formula, charge and spin) is 201.7 kcal per mole. Its LUMO energy is -7.399 eV. The frontier orbital gap comes out at 2.0 eV. As for the molecular weight: 236.29 g mol⁻¹.